The following is a quantum chemistry calculation of a molecular structure, C28H41Co2O6Si4 in a non-equilibrium geometry, from OMol25.

Summary:
Relative energy (zero: lowest compared OMol25 entry of this formula, charge and spin) = 51.5 kcal/mol
Net charge = -1

```
81
Properties=species:S:1:pos:R:3:forces:R:3:mulliken_charge:R:1
C 0.16530 -3.95783 -2.74656 0.151 -0.180 -0.160 -1.063
Si 0.26074 -2.34405 -1.78188 -0.115 0.556 0.765 0.171
C 0.77275 -2.77138 -0.02337 0.263 -0.308 -0.061 -0.490
C 1.60770 -1.23308 -2.50568 0.207 -0.185 -0.071 -0.932
Si -1.76272 -1.17194 -1.51961 -0.288 -0.303 -0.075 -0.085
Si -1.78898 0.21011 -3.43169 -0.125 -0.150 1.006 0.650
C -1.28491 -0.79046 -4.95838 0.012 0.077 -0.129 -1.095
C -3.52957 0.88323 -3.70226 -0.027 0.307 -0.278 -1.202
C -0.60601 1.63699 -3.09389 0.057 0.386 -0.309 -1.030
Si -3.48666 -2.72746 -1.88947 0.757 0.519 0.154 0.521
C -3.35402 -3.63159 -3.54274 -0.223 -0.142 -0.033 -1.066
C -3.37145 -3.97608 -0.48012 -0.310 -0.289 -0.018 -1.194
C -5.13407 -1.81776 -1.80846 -0.398 -0.274 0.046 -1.213
C -2.09118 -0.55886 0.33467 -0.084 0.294 0.233 -0.666
C -1.45089 0.77129 0.73479 1.138 -0.429 0.226 -0.312
C -2.27611 2.01701 0.56760 0.005 0.506 -0.472 -1.617
C -0.16780 0.87959 1.18406 -1.479 -0.591 -2.256 -0.101
H 1.10092 -4.50442 -2.54541 -0.205 0.101 -0.108 0.384
H -0.66583 -4.60110 -2.42764 0.186 0.176 -0.043 0.277
H 0.09643 -3.80288 -3.83251 -0.043 -0.057 0.232 0.280
H 1.57035 -3.52627 -0.10574 -0.099 0.130 0.259 0.587
H 1.18564 -1.90263 0.50706 -0.166 -0.158 -0.179 -0.757
H -0.04201 -3.19040 0.58262 0.165 0.057 -0.141 0.274
H 2.57207 -1.59427 -2.11282 -0.153 0.139 -0.191 0.427
H 1.63923 -1.29333 -3.60380 0.037 0.094 0.251 0.355
H 1.50258 -0.17859 -2.21132 -0.013 -0.350 -0.013 0.076
H -0.98035 -0.08597 -5.74733 -0.056 -0.171 0.103 0.412
H -0.44491 -1.47668 -4.78735 -0.181 0.198 0.041 0.200
H -2.12882 -1.37903 -5.34412 0.178 0.127 0.123 0.260
H -3.47096 1.72161 -4.41427 -0.172 -0.163 0.101 0.418
H -4.20779 0.12517 -4.11767 0.174 0.164 0.098 0.224
H -3.97055 1.26579 -2.77128 0.140 -0.102 -0.189 0.306
H -0.98350 2.53327 -3.61238 0.230 -0.119 0.107 0.415
H -0.52046 1.88024 -2.02375 -0.067 -0.174 -0.298 0.120
H 0.40505 1.42495 -3.47020 -0.249 0.070 0.097 0.371
H -4.01003 -4.51474 -3.48715 0.140 0.146 -0.157 0.422
H -3.70678 -3.00045 -4.37048 0.097 -0.138 0.171 0.263
H -2.33801 -3.97602 -3.77431 -0.286 0.126 0.087 0.271
H -3.91014 -4.88879 -0.77743 0.097 0.087 0.216 0.425
H -2.33760 -4.25428 -0.23136 -0.247 0.106 -0.109 0.287
H -3.85171 -3.58104 0.42629 0.161 -0.086 -0.159 0.289
H -5.91823 -2.55300 -1.57358 -0.020 0.222 -0.075 0.402
H -5.15473 -1.05003 -1.02312 0.068 -0.181 -0.163 0.288
H -5.39018 -1.33911 -2.76290 0.084 -0.106 0.226 0.269
H -3.18670 -0.49478 0.45178 0.222 -0.041 -0.073 0.718
H -1.77748 -1.37741 1.00548 0.118 0.167 -0.323 0.539
H -3.35485 1.80343 0.54994 0.281 0.016 -0.116 0.396
H -2.09988 2.71740 1.39936 -0.013 -0.239 -0.245 0.455
H -2.00469 2.55419 -0.35862 -0.290 -0.065 0.160 0.176
H 0.39170 1.81430 0.99752 -0.578 -0.789 0.453 0.343
H 0.35718 -0.00814 1.56307 0.009 0.500 -0.753 -0.113
O 6.71345 -0.94469 1.79941 -0.874 0.085 -0.002 -0.438
C 5.88498 -0.35572 2.35502 2.068 0.062 0.502 0.164
Co 4.94924 0.73294 3.36822 -0.254 -0.685 -0.802 0.000
C 5.80426 0.55323 4.87304 0.442 -0.700 0.666 0.151
O 6.47103 0.35975 5.80126 -0.433 0.408 -0.467 -0.459
C 5.11948 2.18535 2.41183 -0.099 1.930 -0.523 0.184
O 5.21953 3.16659 1.80119 0.086 -0.962 0.506 -0.435
C 3.09012 0.70200 3.90279 1.715 2.683 1.958 0.147
C 1.98125 1.04253 3.16923 -2.246 2.440 2.925 0.865
C 0.86205 1.82740 3.12272 1.105 -0.787 2.018 -0.574
C 1.03327 3.26966 3.35851 0.250 1.048 0.905 0.857
C 1.66112 3.71877 4.54165 -0.192 0.279 -0.122 -0.176
C 1.76149 5.08260 4.82942 -0.214 0.030 -0.409 -0.707
C 1.31099 6.03272 3.89466 -0.109 -0.569 -0.172 -0.413
C 0.73622 5.59607 2.68871 0.081 -0.121 0.516 -0.833
C 0.58103 4.23254 2.42806 0.249 -0.375 0.671 -0.062
Co 2.95187 -0.23138 2.32604 1.273 -5.260 -3.004 0.856
C 3.80729 -1.31510 1.21608 0.758 -1.656 -1.268 -0.138
O 4.20179 -2.06226 0.41765 -0.568 1.288 1.300 -0.367
C 3.08164 0.85758 0.95669 -1.071 2.465 -2.617 -0.383
O 3.07950 1.55887 0.03038 0.286 -1.352 1.759 -0.398
C 2.20791 -1.67510 2.97183 -1.870 -1.423 1.062 -0.612
O 1.64924 -2.59078 3.41224 1.073 1.310 -0.643 -0.413
H 3.01685 0.49127 4.98845 -0.703 0.008 -0.803 0.516
H -0.11673 1.40496 3.37487 0.169 0.143 -1.402 0.542
H 2.04093 2.97347 5.25180 -0.195 0.330 -0.322 0.352
H 2.14985 5.40897 5.79815 0.039 -0.094 -0.387 0.356
H 1.40185 7.09776 4.10466 -0.040 -0.234 -0.042 0.353
H 0.36206 6.31497 1.96527 0.142 -0.008 0.078 0.381
H 0.11941 3.88032 1.50658 0.038 0.231 0.162 0.348
```
Forces are in eV/Å.

The following is a quantum chemistry calculation of a molecular structure, C28H41F9N6O4S2 in a non-equilibrium geometry, from OMol25.

```
90
Properties=species:S:1:pos:R:3:forces:R:3:mulliken_charge:R:1
C -4.55685 0.70277 2.07453 0.209 0.011 -0.081 -0.038
C -3.73779 -0.14523 2.30667 0.915 -0.183 -0.860 -0.917
C -2.60200 -1.12251 2.33992 -1.088 -0.116 1.235 0.134
C -1.43381 -0.68372 3.27984 -0.135 0.756 -0.991 -1.155
C -0.14493 -0.18070 2.53978 -0.303 -0.284 0.722 -0.366
N -0.47182 0.40847 1.23003 0.083 -0.665 0.838 1.060
C -1.17948 1.69384 1.29730 0.104 0.852 -0.218 -1.252
C -0.22679 2.91877 1.41684 -0.975 0.150 1.382 -0.690
C -0.27270 3.49362 2.87775 1.167 0.007 -1.063 -0.311
C 0.40515 4.88789 2.86716 -0.045 -0.220 -0.257 -0.737
C 1.93632 4.84165 3.12487 -0.293 0.273 -0.160 -1.029
C -0.15345 -0.15732 0.11986 -0.033 0.311 -1.664 -1.170
N 0.49372 -1.37279 -0.11752 -1.524 -0.331 -0.008 1.110
C -0.07577 -2.61150 0.46106 0.802 -1.150 1.448 -1.565
N 1.01118 -3.58365 0.53039 -0.248 0.323 -0.164 -0.016
C 1.92150 -3.24581 1.62961 0.310 0.021 0.278 -0.888
C 0.60247 -1.58548 -1.57549 -0.419 0.789 -1.299 -0.876
C 2.02721 -1.54094 -2.17917 -1.000 0.020 0.327 0.415
F 2.32020 -0.32851 -2.68358 0.071 0.476 -0.124 -0.340
F 2.90151 -1.81735 -1.21238 0.685 -0.163 0.166 -0.271
C 2.24216 -2.53756 -3.37033 0.493 0.177 1.204 0.514
F 3.25011 -2.04977 -4.08674 0.589 -0.124 -0.453 -0.334
F 1.16889 -2.60059 -4.15960 -0.789 0.086 -0.210 -0.248
C 2.59742 -3.98609 -2.95459 0.319 -0.164 -1.555 0.607
F 3.80845 -4.07012 -2.46437 0.539 0.182 0.912 -0.238
F 2.61105 -4.71183 -4.07809 -0.142 -0.222 -0.643 -0.293
F 1.70443 -4.53113 -2.16952 -0.530 -0.044 0.868 -0.207
C -0.46014 -0.57840 -2.06682 -1.197 -0.664 -0.834 1.398
C -0.66246 -0.26935 -3.56347 0.026 -0.093 0.155 -1.464
C -1.71231 -1.19763 -4.23264 -0.004 0.767 -0.495 -0.690
C -2.47965 -0.40705 -5.32243 -0.471 -0.262 0.588 -0.828
C -3.50046 -1.27940 -6.09196 0.080 0.704 0.638 -0.648
C -4.81602 -1.49247 -5.30967 -0.160 -0.269 -0.435 -1.127
N -0.47264 0.53229 -1.10105 1.625 -0.401 0.803 0.407
C 0.54284 1.55228 -1.32915 -1.090 0.109 -0.384 0.622
C 0.20542 2.60455 -2.18573 1.206 0.711 0.087 -0.799
C 1.17517 3.60927 -2.37634 0.219 -0.916 0.772 -0.792
C 2.40210 3.48425 -1.68929 -1.433 -0.324 -0.437 -0.794
C 2.57152 2.36414 -0.86872 1.095 0.724 0.080 -0.620
N 1.68058 1.39701 -0.66723 -0.278 0.826 -0.726 -0.128
H -5.19522 1.50306 1.77186 -0.126 -0.192 0.299 0.418
H -2.30389 -1.38542 1.32438 -0.064 0.229 0.015 0.018
H -3.03181 -2.03749 2.77147 0.188 0.029 -0.202 0.469
H -1.18863 -1.49366 3.96539 0.238 0.285 -0.024 0.729
H -1.80134 0.18627 3.83302 0.070 -0.432 0.317 0.539
H 0.29063 0.60401 3.16733 0.100 -0.169 -0.194 -0.144
H 0.59868 -0.96700 2.44208 -0.045 0.171 -0.157 0.203
H -1.81546 1.70057 2.18596 0.191 -0.422 -0.113 0.593
H -1.86683 1.79460 0.45303 0.340 -0.218 -0.028 0.541
H 0.81947 2.67782 1.22708 -0.239 0.034 -0.389 0.072
H -0.60431 3.71207 0.76152 0.337 -0.261 -0.196 0.610
H -1.29200 3.50434 3.27391 0.137 0.065 -0.064 0.574
H 0.36900 2.82393 3.46698 -0.570 0.121 0.363 -0.058
H -0.12136 5.56001 3.55213 0.310 -0.127 0.095 0.461
H 0.27256 5.32525 1.86574 -0.216 0.006 0.255 0.271
H 2.50029 5.06850 2.21202 -0.133 -0.045 0.097 0.262
H 2.20346 5.61604 3.85025 0.166 -0.351 0.029 0.327
H 2.27290 3.85344 3.45883 -0.102 0.269 0.226 0.255
H -0.91568 -3.00990 -0.12956 0.301 0.236 -0.182 0.223
H -0.45823 -2.47140 1.48182 0.005 0.590 -0.283 0.700
H 0.63302 -4.51085 0.67633 -0.079 0.002 -0.098 0.332
H 2.38824 -2.27502 1.42765 -0.119 -0.154 0.057 0.201
H 2.73672 -3.96875 1.72702 -0.214 0.004 -0.257 0.413
H 1.42256 -3.20126 2.60738 0.024 0.094 -0.126 0.344
H 0.20591 -2.53733 -1.94572 0.089 -0.176 0.948 0.711
H -1.39421 -1.10904 -1.81065 0.230 0.109 0.072 0.527
H -1.05392 0.74672 -3.68199 0.197 -0.095 0.256 0.452
H 0.28991 -0.30926 -4.09833 -0.198 0.123 -0.029 0.438
H -2.47760 -1.50502 -3.50578 0.327 -0.173 -0.034 0.391
H -1.24712 -2.08057 -4.68307 -0.076 0.026 0.222 0.324
H -3.06537 0.35467 -4.77931 0.213 0.008 -0.218 0.323
H -1.80867 0.15408 -5.98357 0.057 -0.380 -0.019 0.417
H -3.75038 -0.73429 -7.00835 0.163 -0.418 -0.078 0.371
H -3.03680 -2.24955 -6.29740 -0.147 0.170 -0.412 0.313
H -5.09562 -0.62285 -4.70343 0.185 -0.137 -0.037 0.279
H -4.80718 -2.39159 -4.68268 0.125 0.276 0.048 0.283
H -5.63341 -1.63826 -6.02793 0.114 -0.039 0.189 0.366
H -0.75521 2.68192 -2.67896 0.015 -0.184 0.227 0.549
H 0.97399 4.47086 -3.00325 -0.001 -0.122 0.015 0.478
H 3.14453 4.26439 -1.80426 0.143 -0.282 0.196 0.480
H 3.51651 2.27460 -0.33473 -0.180 -0.152 0.013 0.553
N 3.01437 -0.33215 5.65026 -0.477 -0.272 0.004 -0.443
S 1.98522 0.64510 6.35695 -0.354 1.877 0.874 1.068
O 1.61785 0.30983 7.69467 0.051 -0.358 -0.380 -0.606
O 0.96007 1.19476 5.51003 0.199 -0.433 -0.290 -0.516
F 2.95797 1.88365 6.56481 0.185 -0.388 -0.356 -0.281
S 2.40922 -1.74313 5.33761 0.206 -1.769 0.290 1.071
O 3.39985 -2.71519 4.99611 0.206 0.767 -0.325 -0.694
O 1.20295 -1.76068 4.55396 -0.054 0.412 -0.034 -0.372
F 1.91404 -2.26479 6.75168 -0.104 0.164 -0.027 -0.275
```
Forces are in eV/Å.

| no. | HOMO (eV) | LUMO energy (eV) |
| --- | --- | --- |
| 1 | -3.76 | 2.24 |
| 2 | -9.21 | -0.39 |